28
Properties=species:S:1:pos:R:3 method="wB97M-V/def2-TZVPD" e_tot_ha=-3466.2899 max_force_ev_per_a=4.88 homo_lumo_gap_ev=7.6 charge=+2
C -1.15228 -1.53583 0.04309
C 0.79740 -0.28706 -0.94363
C -2.13581 -1.20728 -0.79379
C -0.04469 1.72993 0.19545
C -0.41766 2.21228 2.61498
C 2.49292 -2.15417 -2.42715
C 0.04011 1.19661 1.53691
N 0.24714 -1.27383 -0.37349
N 0.43694 1.02504 -0.84743
N -1.26783 -2.24224 1.16551
N -0.45840 2.94654 -0.06998
S 2.19376 -0.34547 -1.99183
Br -1.93740 -0.32884 -2.42129
H -3.07749 -1.64260 -0.77740
H -1.39058 2.52081 2.42407
H 0.16177 3.07083 2.77778
H -0.53087 1.67094 3.55732
H 3.56874 -2.20606 -2.57344
H 2.03842 -2.25533 -3.29702
H 2.36280 -2.81990 -1.63309
H -0.25339 0.20368 1.70801
H 1.19853 1.12671 1.53898
H 0.75809 -2.16879 -0.23958
H 0.46257 1.53090 -1.65521
H -2.15925 -2.35568 1.60427
H -0.82491 -3.14008 1.25708
H -0.88740 3.53163 0.63215
H -0.22123 3.19725 -1.01131



9
Properties=species:S:1:pos:R:3 method="wB97M-V/def2-TZVPD" e_tot_ha=-1386.1908 max_force_ev_per_a=4.00 homo_lumo_gap_ev="8.0 / 6.1" spin_multiplicity=2 charge=+3
C -1.84560 0.60354 0.24613
C -2.59758 -0.28531 -0.54957
O -0.72097 -0.08804 0.49081
H -1.65739 1.65340 0.01224
H -3.09907 0.24426 -1.36775
H -3.30439 -0.87869 0.04359
Yb 1.95894 0.69570 2.13099
O 0.44773 0.68456 0.36147
H -1.35698 -1.07907 -0.33859



113
Properties=species:S:1:pos:R:3 method="wB97M-V/def2-TZVPD" e_tot_ha=-4497.4152 max_force_ev_per_a=8.74 homo_lumo_gap_ev=7.4 charge=0
C 1.04129 0.80493 2.37321
C 0.06355 1.92434 1.82649
C -0.32712 1.74559 0.27450
I 0.17875 3.53351 -0.90671
C 0.27816 0.43804 -0.35694
C 1.71471 0.32757 -0.74346
N 2.66594 1.42442 -0.51482
C 2.28263 -0.89135 -1.37973
N 3.70226 -0.99471 -1.80463
C 3.67872 -0.55870 -2.98633
O 3.62074 -0.45550 -4.13861
C 1.42997 -2.06391 -1.62307
C -0.00469 -2.00442 -1.24110
C -0.56403 -0.77383 -0.60197
C -2.08718 -0.85599 -0.21088
C -2.15940 -1.88929 1.03225
C -3.17458 -1.36556 2.11760
I -5.16896 -1.45296 1.20196
N -0.89270 -3.12825 -1.48558
C -0.33436 -4.40252 -1.07199
C -1.21578 -5.28345 -0.26807
C -0.73608 -6.60329 0.16121
C -1.63165 -7.61130 0.99522
C -3.13117 -7.17104 1.06085
C -3.75172 -6.81486 2.36792
C -5.16896 -6.43327 2.45773
C -6.05624 -6.33848 1.28668
C -7.56082 -5.90649 1.34882
C -5.44026 -6.67754 -0.02621
C -4.01616 -7.07689 -0.13190
C 0.63867 -7.02869 -0.21519
C 1.55518 -6.16428 -0.98140
Cl 3.22925 -6.64959 -1.42585
C 1.04668 -4.85448 -1.41039
S 2.03301 -3.63154 -2.36608
H 1.11728 0.95357 3.49633
H 0.60293 -0.23120 2.25050
H 2.08113 0.88953 1.96576
H 0.42506 2.97131 2.04250
H -0.89103 1.81508 2.43297
H -1.45469 1.72949 0.26021
H 3.14800 1.63223 -1.39832
H 3.38099 1.11738 0.16038
H -2.70635 -1.32375 -1.02080
H -2.50525 0.10542 0.17995
H -2.32557 -2.94458 0.70260
H -1.12707 -1.85926 1.50602
H -2.90692 -0.29192 2.33471
H -3.18506 -1.96098 3.06767
H -1.22668 -3.14838 -2.45500
H -2.24956 -4.94640 0.01412
H -1.57002 -8.59125 0.42797
H -1.25298 -7.76472 2.03983
H -3.06325 -6.85927 3.25484
H -5.58269 -6.19259 3.46678
H -7.68333 -4.90927 1.87407
H -8.20124 -6.64112 1.91846
H -7.97831 -5.74024 0.31109
H -6.01552 -6.61598 -0.98086
H -3.55590 -7.31450 -1.13049
H 0.97854 -8.03961 0.13727
C 7.19684 -2.13591 0.82942
C 6.23216 -2.01814 1.99402
O 6.91251 -1.62968 3.18115
P 6.94741 -0.04302 3.65591
O 5.46947 0.26370 3.53635
O 6.99352 -0.26748 5.28537
C 6.06679 0.40395 6.13457
C 4.92733 -0.52642 6.50188
O 8.63291 -0.14303 3.73387
C 9.40976 0.09403 2.56683
C 8.97669 1.32576 1.79908
H 7.56648 -1.14952 0.53656
H 6.70470 -2.58103 -0.03762
H 8.06197 -2.74713 1.09599
H 5.42427 -1.32863 1.74138
H 5.78185 -2.99393 2.18968
H 5.70239 1.32214 5.66976
H 6.60484 0.69695 7.03938
H 4.45385 -0.95771 5.61905
H 4.16624 0.00239 7.07995
H 5.29907 -1.36329 7.09821
H 9.40019 -0.79606 1.93390
H 10.44228 0.22830 2.89855
H 7.95310 1.22024 1.42145
H 9.63649 1.49726 0.94678
H 8.99728 2.20801 2.44288
C -2.69958 4.63397 -3.82227
C -3.82540 5.33585 -3.08701
O -3.64755 6.74708 -3.11668
P -4.42966 7.67846 -4.24136
O -5.82899 7.13293 -4.05654
O -4.61028 9.05114 -3.35131
C -5.88778 9.66988 -3.22728
C -6.52977 9.28132 -1.90985
O -2.93412 8.32959 -4.68567
C -2.13492 7.66619 -5.65651
C -2.91678 7.22671 -6.87710
H -2.76596 4.82368 -4.89711
H -2.74843 3.55414 -3.66855
H -1.72657 4.99425 -3.48192
H -4.78898 5.03544 -3.50317
H -3.81313 5.03495 -2.03682
H -6.52843 9.42131 -4.07561
H -5.73162 10.75117 -3.25225
H -6.57153 8.19912 -1.78151
H -7.54522 9.67784 -1.84171
H -5.94554 9.67354 -1.07375
H -1.61508 6.82624 -5.19039
H -1.36360 8.37560 -5.96649
H -3.68415 6.48957 -6.61444
H -2.25183 6.77538 -7.61557
H -3.42562 8.07769 -7.33556



109
Properties=species:S:1:pos:R:3 method="wB97M-V/def2-TZVPD" e_tot_ha=-5299.3326 max_force_ev_per_a=5.56 homo_lumo_gap_ev=8.5 charge=0
N -1.26743 -2.19184 3.64164
C -0.99380 -1.11424 3.18274
O -0.78568 0.22016 2.71437
C -2.10601 0.69289 2.34524
N -2.70382 0.30450 1.03985
C -3.70845 1.27462 0.52710
O -4.27072 1.30435 -0.59295
C -3.90706 2.21088 1.81193
C -4.80769 3.52482 1.73163
C -6.33528 3.24241 2.20149
O -6.86591 2.11193 2.22540
O -7.16947 4.35216 2.63058
C -2.43323 2.26693 2.43257
C -1.28408 3.12961 1.71892
C -0.09592 3.28348 2.95849
C 1.46670 2.95117 2.44394
O 0.89753 4.40843 2.77015
H -2.79849 0.25174 3.14132
H -2.10103 -0.13933 0.33385
H -4.44644 1.49445 2.54980
H -4.89903 3.94299 0.66627
H -4.43063 4.37738 2.41748
H -7.19226 4.24949 3.61656
H -2.47602 2.75427 3.47871
H -0.73158 2.58371 0.88360
H -1.56837 4.20746 1.47669
H -0.39972 2.93891 4.06885
H 1.70008 2.93926 1.33156
H 2.14552 2.53681 3.27373
C 3.16340 -1.08375 -0.42320
S 1.36937 -1.08416 -0.61967
O 0.87851 0.28951 -0.27457
C 1.02585 -2.15242 0.79512
H 3.59534 -0.43985 -1.18846
H 3.43022 -0.70238 0.56410
H 3.54389 -2.09823 -0.54940
H 1.42595 -1.70476 1.70707
H 1.47472 -3.13359 0.62997
H -0.05544 -2.26220 0.88978
C 0.19192 5.62426 -2.84977
S -0.26226 4.24077 -1.78148
O 0.64668 4.27388 -0.59501
C 0.33793 2.94501 -2.88552
H -0.06060 6.55359 -2.33771
H 1.26400 5.60197 -3.05310
H -0.36943 5.56239 -3.78385
H 1.40122 3.08935 -3.08633
H -0.22812 2.97031 -3.81889
H 0.18894 1.97959 -2.39852
C 6.71165 1.37696 4.63349
S 5.31935 2.23387 5.40105
O 4.08634 1.43684 5.11294
C 5.32462 3.64391 4.27757
H 6.86776 0.43309 5.15732
H 6.49305 1.17686 3.58295
H 7.60970 1.99129 4.72039
H 5.19313 3.30250 3.24897
H 6.26703 4.18450 4.37592
H 4.50020 4.30521 4.54662
C 8.55955 -1.08868 -1.72743
S 7.15379 -0.28225 -0.93115
O 5.94016 -1.10464 -1.22458
C 7.11394 1.15093 -2.02838
H 8.74405 -2.03801 -1.22331
H 8.33619 -1.27416 -2.77947
H 9.44276 -0.45376 -1.63665
H 6.98059 0.82578 -3.06194
H 8.04447 1.71288 -1.92794
H 6.27591 1.78576 -1.73745
C -4.16039 -0.96117 -3.19471
S -4.17126 -2.50633 -2.26060
O -2.76355 -3.01185 -2.21162
C -5.05012 -3.47213 -3.50788
H -3.62110 -0.21045 -2.61593
H -3.65981 -1.10847 -4.15365
H -5.18631 -0.62477 -3.35419
H -4.49378 -3.46274 -4.44716
H -6.04713 -3.05332 -3.65709
H -5.13998 -4.49901 -3.15056
C 4.94365 8.84123 2.60875
S 4.57683 7.16574 3.17402
O 5.85530 6.38903 3.13827
C 3.61291 6.68582 1.72446
H 5.57768 9.32576 3.35228
H 5.46847 8.80557 1.65249
H 4.01318 9.40255 2.50642
H 4.22042 6.78468 0.82268
H 2.72644 7.31839 1.65129
H 3.30406 5.64582 1.84012
C -4.03867 -7.18508 -1.07338
S -2.35274 -7.43737 -1.66724
O -1.89563 -8.77121 -1.16810
C -1.59545 -6.17770 -0.61907
H -4.69330 -7.90312 -1.57284
H -4.08164 -7.34442 0.00572
H -4.36221 -6.17100 -1.31680
H -1.79114 -6.40055 0.43162
H -2.00029 -5.19649 -0.87791
H -0.51892 -6.18205 -0.79599
C -6.47608 -11.13052 -4.28707
S -5.23131 -9.97904 -3.66644
O -5.94126 -8.95531 -2.83842
C -4.86325 -9.22238 -5.26362
H -6.87818 -11.69215 -3.44311
H -7.28320 -10.58053 -4.77423
H -6.01235 -11.82180 -4.99306
H -5.77099 -8.79116 -5.69026
H -4.45208 -9.97609 -5.93782
H -4.12497 -8.43398 -5.11044



16
Properties=species:S:1:pos:R:3 method="wB97M-V/def2-TZVPD" e_tot_ha=-702.8811 max_force_ev_per_a=4.64 homo_lumo_gap_ev=8.9 charge=0
N 1.73834 -1.12484 2.63141
N 1.05604 -0.03208 1.87314
C 0.51554 -0.21141 0.69791
C -0.18976 -1.25508 -0.14098
C -0.85955 -0.69659 -1.21016
C -0.78825 0.84015 -1.07374
S -0.72182 1.62864 -2.81992
C 0.34554 1.07206 -0.15931
H 1.87827 -0.57110 3.44021
H 1.24590 -2.13087 2.55645
H -0.33706 -2.44899 -0.09686
H -1.53662 -1.32866 -1.76393
H -1.71337 1.33917 -0.52548
H -2.00386 1.54051 -3.27595
H 1.32868 1.46429 -0.56381
H 0.04197 1.91481 0.43103



88
Properties=species:S:1:pos:R:3 method="wB97M-V/def2-TZVPD" e_tot_ha=-1903.8263 max_force_ev_per_a=2.21 homo_lumo_gap_ev=9.6 charge=0
N 3.68105 -3.42920 -0.87436
C 4.46406 -4.52690 -0.70059
N 4.37123 -5.06281 0.57067
O 5.18829 -5.02660 -1.54272
H 3.82085 -2.92054 -1.73892
H 3.22882 -2.91455 -0.13376
H 3.57250 -4.76397 1.10456
H 4.77339 -5.97093 0.70397
N -4.13064 -1.91089 -1.46907
C -5.49914 -1.94434 -1.43350
N -6.04126 -1.34256 -0.31337
O -6.15290 -2.48272 -2.30730
H -3.74511 -2.33798 -2.28897
H -3.61132 -1.38901 -0.77487
H -6.94697 -1.73837 -0.11635
H -5.44927 -1.10306 0.46064
N -1.90229 -1.80056 5.77132
C -1.03200 -1.54982 4.73849
N -0.94801 -2.60465 3.87198
O -0.43456 -0.50208 4.59114
H -1.86935 -1.19656 6.56845
H -2.50780 -2.59885 5.75193
H -0.35366 -2.42557 3.08727
H -1.57671 -3.35360 4.08990
N 2.09166 -2.97064 -3.91380
C 2.31563 -1.64360 -3.69686
N 1.43476 -0.77229 -4.26036
O 3.16095 -1.17126 -2.92838
H 1.25851 -3.23647 -4.40257
H 2.54101 -3.58907 -3.26082
H 1.59946 0.20407 -4.06332
H 0.61752 -1.12503 -4.72194
N 3.12972 3.24289 -1.98746
C 2.31201 2.57186 -2.84689
N 1.00217 2.57948 -2.45302
O 2.74443 2.06890 -3.87745
H 2.70296 3.52025 -1.11874
H 4.11657 3.32994 -2.11642
H 0.31278 2.20588 -3.07425
H 0.83389 3.27427 -1.74115
C -0.88155 6.16867 0.25804
C -0.12834 4.92217 0.75697
C -1.09506 3.74954 0.77302
O 0.96934 4.66682 -0.12550
H -0.30023 7.03615 0.59098
H -1.87870 6.25378 0.68911
H -0.99354 6.24382 -0.82236
H 0.24426 5.09519 1.76767
H -0.61624 2.88234 1.23961
H -1.35744 3.47980 -0.24878
H -2.03317 3.90398 1.30149
H 1.55637 5.42049 -0.00211
C -0.88469 -2.83771 -0.42276
C -0.76977 -1.47056 0.24466
C -0.14477 -0.43688 -0.64428
O -2.09865 -1.09731 0.62198
H -1.12283 -3.63884 0.27297
H 0.07134 -3.06426 -0.89575
H -1.62422 -2.77446 -1.21861
H -0.21465 -1.63585 1.17547
H -0.21889 0.58317 -0.26587
H -0.56629 -0.47978 -1.65010
H 0.92134 -0.61875 -0.81195
H -2.19650 -0.13568 0.60248
C -4.92472 1.80870 0.63167
C -4.21350 1.89666 -0.71206
C -4.30193 3.34428 -1.22386
O -2.88958 1.41418 -0.66803
H -4.68659 0.89355 1.18310
H -6.00790 1.82966 0.52816
H -4.58201 2.62470 1.27562
H -4.78226 1.34491 -1.46746
H -5.31935 3.71337 -1.35977
H -3.80748 3.36492 -2.19714
H -3.90847 4.03645 -0.47155
H -2.28920 2.16553 -0.59599
C 4.59825 -0.33405 1.02360
C 4.50235 -1.66391 1.75729
C 4.95693 -1.56620 3.19413
O 3.12250 -2.12354 1.75418
H 3.71214 0.28987 1.19354
H 4.61853 -0.47164 -0.05765
H 5.42484 0.28059 1.38242
H 5.07897 -2.37123 1.16487
H 4.41119 -0.78192 3.73144
H 6.02487 -1.33662 3.24022
H 4.83055 -2.44947 3.82410
H 2.72154 -1.71771 2.52966